1.
Here is a 8-piece molecular cluster, C29H52O19 overall at a distorted geometry from the Open Molecules 2025 dataset. Energies are from ωB97M-V with the def2-TZVPD basis set.

Calculated values
LUMO (alpha / beta)	-4.53 / -9.53	eV
orbital gap (alpha / beta)	7.67 / 2.68	eV
E_HOMO (alpha / beta)	-12.2 / -12.2	eV
expectation value of S²	0.76
E_tot	-2565.356755	hartree

```
! wB97M-V def2-TZVPD RIJCOSX def2/J DEFGRID3
* xyz 1 2
O -13.1393 12.0967 5.3689
C -13.0226 12.6993 4.2975
O -14.0482 13.2580 3.6251
C -15.3684 13.2019 4.2195
C -15.6078 14.4479 5.0594
C -11.7204 12.8898 3.4350
H -15.5920 12.3633 4.8790
H -16.1338 13.1529 3.4449
H -15.6395 15.3656 4.4722
H -14.8406 14.6103 5.8165
H -16.5441 14.6148 5.5920
H -11.7798 13.9493 3.1860
H -11.8884 12.3483 2.5041
H -10.8149 12.5601 3.9443
O -8.8581 11.1175 3.1895
C -8.8431 10.0901 2.5329
O -9.8594 9.1434 2.5986
C -10.8557 9.1640 3.7085
C -10.5032 8.0189 4.6889
C -7.8753 9.9285 1.4176
H -11.8554 8.8420 3.4170
H -10.9171 10.0824 4.2924
H -9.4430 7.9851 4.9399
H -10.8742 7.1021 4.2306
H -11.0574 8.1780 5.6139
H -8.0259 8.9434 0.9761
H -6.8579 10.1574 1.7349
H -8.1067 10.6279 0.6143
O -0.8540 13.9422 0.5486
C -1.6656 14.2571 -0.2956
O -2.9885 14.2546 -0.1022
C -3.5910 13.8727 1.1137
C -4.0906 12.4243 1.1894
C -1.3508 14.8627 -1.6638
H -4.4867 14.4929 1.1480
H -2.9997 13.9585 2.0253
H -3.4261 11.6573 0.7915
H -5.0377 12.2128 0.6930
H -4.1884 12.2777 2.2650
H -1.2047 15.9160 -1.4247
H -2.1572 14.8349 -2.3967
H -0.4419 14.4601 -2.1110
O -7.8561 4.2057 3.6250
C -7.8676 5.2761 3.0404
O -8.5570 5.6041 1.8874
C -9.5026 4.6516 1.3351
C -10.9469 4.7264 1.9032
C -7.1045 6.4006 3.5502
H -9.0600 3.6655 1.4761
H -9.5631 4.7167 0.2487
H -11.6511 5.4151 1.4363
H -10.8499 5.0685 2.9335
H -11.5129 3.7948 1.9017
H -6.4591 6.9350 2.8531
H -6.5161 5.9975 4.3745
H -7.6828 7.2198 3.9775
O -6.9839 8.1065 7.0058
C -7.6072 9.1256 6.7793
O -7.2592 9.9237 5.7549
C -6.0922 9.5878 4.9700
C -5.0880 10.7373 4.6574
C -8.8064 9.5305 7.6504
H -6.4561 9.3163 3.9791
H -5.6246 8.6935 5.3819
H -4.6174 11.2123 5.5182
H -5.7175 11.4594 4.1374
H -4.3012 10.3651 4.0013
H -9.6693 8.8776 7.5194
H -9.0458 10.5766 7.4597
H -8.5648 9.3474 8.6974
C -14.2138 9.2321 6.7951
C -14.2161 7.7620 6.3998
O -14.5405 7.2574 7.6810
C -15.3870 8.0998 8.2916
O -16.1084 7.8068 9.2643
O -15.3541 9.2993 7.6576
H -14.2641 9.9485 5.9751
H -13.2786 9.5096 7.2813
H -13.3240 7.4050 5.8851
H -14.9920 7.6629 5.6407
C -3.8680 7.4978 2.3876
C -2.7893 7.2888 1.4145
O -3.4105 7.6228 0.1769
C -4.4444 8.4448 0.3259
O -4.9258 9.2043 -0.5591
O -4.7541 8.4467 1.6872
H -3.4444 7.8421 3.3310
H -4.2521 6.5321 2.7163
H -2.5567 6.2280 1.3215
H -1.8313 7.7821 1.5787
C -7.4078 7.4263 -1.6677
C -7.7283 8.8531 -1.9986
O -9.0364 9.0248 -1.6194
C -9.6169 7.8438 -1.3557
O -10.8048 7.6819 -1.0621
O -8.6384 6.9426 -1.2245
H -6.7180 7.4013 -0.8241
H -7.0612 6.8897 -2.5508
H -7.6558 9.0461 -3.0689
H -6.9573 9.4015 -1.4574
*
```

2.
Here is C29H53CdN2O2P2 as an isolated structure at a distorted geometry from the Open Molecules 2025 dataset. Energies are from ωB97M-V with the def2-TZVPD basis set.

Calculated values
LUMO	-2.58	eV
orbital gap	6.07	eV
energy relative to the best compared isomer or geometry (same formula, charge and spin)	0.0	kcal/mol
E_HOMO	-8.6	eV
E_tot	-2247.042460	hartree

```
! wB97M-V def2-TZVPD RIJCOSX def2/J DEFGRID3
* xyz 1 1
C 2.3677 -1.3343 0.4787
C 2.6977 0.1307 -1.3392
C 3.6041 -1.9705 0.2559
C 4.0073 -0.4090 -1.5327
C 4.4458 -1.4708 -0.7426
H 3.8966 -2.8205 0.8744
H 4.6398 0.0222 -2.2982
H 5.4297 -1.9127 -0.8966
N 1.9252 -0.3439 -0.2943
P 0.5019 -0.4252 2.4942
P 0.4453 1.6334 -2.1276
C 1.4475 -1.8007 1.6232
H 0.6955 -2.4816 1.2038
H 2.0017 -2.3822 2.3714
C 2.1400 1.1361 -2.1859
H 2.8217 1.5965 -2.9154
C -0.4114 0.5397 -3.4475
C 0.2266 3.4867 -2.5605
C -1.0120 -1.1567 3.4314
C 1.8137 0.3034 3.6348
C -1.9358 0.5209 -3.2092
H -2.4071 1.4858 -3.4356
H -2.3932 -0.2322 -3.8725
H -2.1748 0.2511 -2.1730
C -0.1119 1.0322 -4.8723
H -0.5948 1.9893 -5.1120
H 0.9677 1.1174 -5.0548
H -0.5075 0.2941 -5.5894
C 0.1392 -0.8913 -3.3097
H -0.4195 -1.5701 -3.9760
H 1.1954 -0.9314 -3.5995
H 0.0412 -1.2598 -2.2811
C -1.2479 3.7952 -2.9051
H -1.9368 3.4663 -2.1073
H -1.3637 4.8869 -3.0031
H -1.5691 3.3572 -3.8592
C 0.6147 4.3694 -1.3585
H -0.0619 4.2492 -0.5019
H 1.6467 4.1866 -1.0351
H 0.5505 5.4247 -1.6770
C 1.1684 3.8492 -3.7112
H 0.9614 3.2963 -4.6339
H 1.0438 4.9207 -3.9329
H 2.2162 3.6870 -3.4227
C 1.2056 1.5679 4.2723
H 1.9596 2.0152 4.9357
H 0.9462 2.3158 3.5119
H 0.3120 1.3511 4.8732
C 3.0512 0.6906 2.7960
H 3.6324 -0.1963 2.5075
H 2.7794 1.2500 1.8906
H 3.6967 1.3410 3.4082
C 2.2663 -0.6823 4.7201
H 3.1979 -0.2979 5.1605
H 1.5479 -0.7696 5.5406
H 2.4822 -1.6826 4.3203
C -1.3011 -2.5538 2.8765
H -0.4954 -3.2670 3.1028
H -2.2269 -2.9411 3.3343
H -1.4607 -2.5200 1.7911
C -2.2305 -0.2542 3.1392
H -2.4711 -0.2426 2.0683
H -3.1045 -0.6553 3.6778
H -2.0700 0.7778 3.4874
C -0.8267 -1.2597 4.9498
H -0.0443 -1.9784 5.2245
H -0.6292 -0.2909 5.4296
H -1.7672 -1.6370 5.3848
Cd 0.0107 0.8424 0.2793
C 1.1794 2.7216 1.2674
O 1.7784 3.6642 1.5300
N -1.4040 -0.8265 -0.1588
C -1.8791 -1.8259 -0.5434
C -2.7387 -2.9758 -0.9966
C -2.1796 -3.5402 -2.3008
C -2.7079 -4.0479 0.0887
C -4.1531 -2.4348 -1.1854
H -2.2137 -2.7893 -3.1009
H -1.1408 -3.8663 -2.1627
H -2.7479 -4.4129 -2.6517
H -3.1440 -3.6657 1.0185
H -3.2803 -4.9421 -0.1899
H -1.6779 -4.3713 0.2794
H -4.8607 -3.2184 -1.4850
H -4.5218 -2.0063 -0.2446
H -4.1710 -1.6582 -1.9605
O -2.0566 2.1463 0.8671
H -1.7837 2.6695 1.6527
H -2.2631 2.8212 0.1997
*
```

3.
Here is a 4-piece molecular cluster, C29H53FN7O3S overall at a distorted geometry from the Open Molecules 2025 dataset. Energies are from ωB97M-V with the def2-TZVPD basis set.

Calculated values
LUMO	-3.33	eV
orbital gap	9.28	eV
E_HOMO	-12.6	eV
E_tot	-2243.549527	hartree

```
! wB97M-V def2-TZVPD RIJCOSX def2/J DEFGRID3
* xyz 1 1
C -7.6279 -0.1826 2.1188
C -7.2042 -1.6494 2.3173
C -5.7580 -1.7953 2.8445
C -4.8173 -2.3486 1.7685
C -3.4116 -2.6235 2.3340
C -2.4398 -1.4766 2.0491
C -0.9690 -1.8918 2.2236
C -0.4696 -1.6351 3.6528
C 0.2833 -0.3192 3.7445
N 1.4760 -0.2979 2.8873
C 2.4372 -1.3991 2.9588
C 3.6070 -1.0685 3.8709
O 4.7647 -1.1541 3.5088
C 1.6911 0.6615 2.0453
N 2.7382 0.6525 1.1193
C 3.8431 1.4987 1.6366
C 5.0261 1.5380 0.6954
F 4.9130 2.5734 -0.2101
C 1.9816 1.1508 -0.0605
C 2.7157 1.2663 -1.3933
C 2.1493 0.3578 -2.4846
C 2.1667 -1.1131 -2.0627
C 3.0335 0.4993 -3.7278
C 1.1672 2.3327 0.5019
N 1.8569 3.5930 0.5664
C -0.2423 2.5112 -0.1672
O -0.4160 1.5785 -1.2324
C -1.5984 1.8557 -1.9292
C -2.7399 0.9298 -1.6318
O -1.6568 2.7959 -2.7058
N 0.8869 1.7716 1.8700
S 0.7267 2.8650 3.1824
H -7.4356 0.1219 1.0942
H -8.6815 -0.0501 2.3341
H -7.0648 0.4720 2.7758
H -7.2891 -2.1805 1.3781
H -7.8535 -2.1155 3.0483
H -5.3685 -0.8245 3.1436
H -5.7388 -2.4474 3.7117
H -5.2395 -3.2278 1.3028
H -4.7575 -1.5735 1.0042
H -3.5085 -2.7410 3.4106
H -3.0267 -3.5603 1.9391
H -2.6163 -1.0797 1.0552
H -2.6667 -0.6758 2.7544
H -0.9055 -2.9503 1.9949
H -0.3575 -1.3747 1.4838
H -1.3462 -1.5146 4.2810
H 0.0999 -2.4683 4.0480
H 0.5451 -0.0605 4.7661
H -0.4006 0.4429 3.4000
H 1.9551 -2.2721 3.3826
H 2.8016 -1.6608 1.9751
H 3.3718 -0.7520 4.9033
H 4.2115 1.0314 2.5435
H 3.5332 2.5036 1.9122
H 5.9370 1.6377 1.2774
H 5.0743 0.5918 0.1645
H 1.2037 0.4017 -0.1997
H 3.7675 1.0262 -1.3157
H 2.5951 2.2861 -1.7517
H 1.1488 0.6630 -2.7642
H 3.1167 -1.3190 -1.5727
H 1.3952 -1.3424 -1.3294
H 2.0448 -1.7472 -2.9304
H 3.9736 -0.0246 -3.5614
H 3.2815 1.5346 -3.9410
H 2.5506 0.0333 -4.5777
H 1.2739 4.3184 0.9602
H 2.1261 3.8705 -0.3661
H -1.0258 2.3610 0.5769
H -0.3363 3.5239 -0.5453
H -2.4208 0.1159 -0.9934
H -3.1608 0.5541 -2.5543
H -3.5129 1.4854 -1.1115
H -0.5456 2.6100 3.5427
C 5.5778 3.5558 -3.2805
C 6.1700 3.3348 -4.5922
N 6.6384 3.1589 -5.6253
H 4.6743 4.1546 -3.3790
H 5.3248 2.5988 -2.8292
H 6.2812 4.0761 -2.6343
C -6.4730 -6.1750 -0.1989
C -6.5179 -5.6914 1.1755
N -6.5570 -5.3072 2.2576
H -6.5722 -5.3385 -0.8878
H -5.5269 -6.6796 -0.3819
H -7.2883 -6.8745 -0.3691
C 4.5353 2.0280 -8.5456
C 3.6416 0.9995 -8.0271
N 2.9465 0.1885 -7.6036
H 4.7413 1.8518 -9.5990
H 4.0722 3.0056 -8.4320
H 5.4705 2.0143 -7.9885
*
```

4.
Here is C29H53N2O2P2Pb as an isolated structure at a distorted geometry from the Open Molecules 2025 dataset. Energies are from ωB97M-V with the def2-TZVPD basis set.

Calculated values
LUMO (alpha / beta)	-11.66 / -10.30	eV
orbital gap (alpha / beta)	4.91 / 6.55	eV
energy relative to the best compared isomer or geometry (same formula, charge and spin)	0.0	kcal/mol
E_HOMO (alpha / beta)	-16.6 / -16.9	eV
E_tot	-2271.397277	hartree

```
! wB97M-V def2-TZVPD RIJCOSX def2/J DEFGRID3
* xyz 3 1
C 2.4618 0.8186 0.6291
C 0.7355 2.2378 1.3690
C 3.4174 1.8181 0.8137
C 1.7052 3.2151 1.7320
C 3.0364 3.0136 1.4274
H 4.4470 1.6114 0.5223
H 1.3372 4.1351 2.1807
H 3.7801 3.7740 1.6554
N 1.1638 1.0099 0.9019
P 1.8688 -1.9573 0.6911
P -2.0124 1.7263 0.7097
C 2.8899 -0.5492 0.0730
H 2.8099 -0.5137 -1.0275
H 3.9541 -0.7278 0.2992
C -2.9162 -2.5376 0.4778
O -3.8419 -3.1441 0.2062
C -0.6477 2.5456 1.4539
H -0.8571 3.4920 1.9662
C -2.3035 2.7091 -0.9321
C -3.4630 1.8962 1.9634
C 1.9059 -3.3577 -0.6126
C 2.6704 -2.3415 2.3652
C -3.1012 1.7983 -1.8774
H -4.0609 1.4872 -1.4435
H -3.3144 2.3444 -2.8088
H -2.5335 0.8944 -2.1357
C -3.0334 4.0284 -0.6714
H -4.0630 3.8902 -0.3230
H -2.4847 4.6588 0.0398
H -3.0876 4.5849 -1.6198
C -0.9387 3.0404 -1.5506
H -1.0937 3.5457 -2.5166
H -0.3574 3.7146 -0.9085
H -0.3467 2.1377 -1.7357
C -4.7656 1.4521 1.2759
H -4.6825 0.4369 0.8639
H -5.5684 1.4455 2.0280
H -5.0742 2.1334 0.4722
C -3.1935 0.9752 3.1646
H -3.1028 -0.0823 2.8847
H -2.2954 1.2784 3.7162
H -4.0419 1.0558 3.8606
C -3.5999 3.3231 2.5045
H -3.7727 4.0710 1.7248
H -4.4725 3.3433 3.1762
H -2.7232 3.6192 3.0922
C 1.8144 -3.4087 3.0707
H 2.3076 -3.6788 4.0150
H 0.8105 -3.0312 3.3122
H 1.7008 -4.3245 2.4782
C 2.6797 -1.0669 3.2291
H 3.3388 -0.2926 2.8177
H 1.6702 -0.6535 3.3631
H 3.0620 -1.3319 4.2269
C 4.1201 -2.8122 2.1927
H 4.6064 -2.7799 3.1786
H 4.1821 -3.8445 1.8358
H 4.6986 -2.1652 1.5209
C 2.3720 -2.7824 -1.9562
H 3.4058 -2.4128 -1.9146
H 2.3408 -3.5805 -2.7140
H 1.7109 -1.9723 -2.2949
C 0.4681 -3.8947 -0.7778
H -0.2129 -3.1389 -1.1954
H 0.4954 -4.7408 -1.4803
H 0.0491 -4.2578 0.1713
C 2.8273 -4.5099 -0.2027
H 3.8778 -4.1991 -0.1567
H 2.5307 -4.9669 0.7501
H 2.7531 -5.2921 -0.9731
Pb -0.6767 -0.7759 0.8377
N -0.3065 -0.4035 -1.5557
C -0.1874 -0.0141 -2.6554
C -0.1300 0.0108 -4.1659
C -0.0336 1.4546 -4.6559
C 1.0948 -0.7720 -4.6418
C -1.3890 -0.6646 -4.7150
H -0.8915 2.0480 -4.3164
H 0.8902 1.9206 -4.2902
H -0.0179 1.4640 -5.7514
H 1.0110 -1.8278 -4.3597
H 1.1614 -0.7389 -5.7352
H 2.0198 -0.3435 -4.2336
H -1.3860 -0.6277 -5.8101
H -1.4084 -1.7230 -4.4249
H -2.3024 -0.1701 -4.3594
O -0.4569 -0.5914 3.6891
H -0.3242 0.1645 4.2870
H -0.7098 -1.3228 4.2830
*
```

Question: Which formula does entry 2 have?
Answer: C29H53CdN2O2P2

Question: What is the E_tot in the third record?
Answer: -2243.549527 hartree